[1]
The following is a DFT calculation (wB97M-V/def2-TZVPD) of an isolated molecule of C23H28ClNO2.

Properties
LUMO in eV: 0.8
Frontier orbital gap in eV: 8.742
Energy relative to the best compared isomer or geometry (same formula, charge and spin) in kcal/mol: 2.70
Maximum force in eV Å⁻¹: 0.54

The geometry in XYZ format:
```
55
Properties=species:S:1:pos:R:3:forces:R:3
Cl -0.553 4.735 -3.016 0.2 0.1 -0.2
O 3.440 -4.018 5.329 -0.3 0.1 -0.2
O -2.576 -0.552 -0.371 0.0 -0.4 0.2
N -0.333 -0.853 -1.897 0.1 -0.1 -0.1
C 3.731 -3.264 1.739 -0.4 0.1 -0.2
C -3.289 4.995 0.529 -0.1 0.0 0.1
C -2.725 2.621 -2.384 0.1 -0.2 0.1
C -2.573 3.786 -1.448 0.0 0.1 -0.1
C 2.068 -2.559 0.074 -0.3 0.1 -0.4
C -1.469 5.842 -0.768 0.0 0.0 0.0
C 1.855 -3.333 3.752 0.1 -0.1 0.1
C 0.283 0.353 -1.357 0.1 0.2 0.2
C 0.562 -1.994 -1.837 0.0 -0.2 0.0
C 4.119 -3.632 3.014 0.1 -0.1 0.4
C 3.180 -3.672 4.038 0.0 0.0 -0.1
C -0.915 -0.598 -3.201 -0.3 0.0 -0.2
C -2.306 5.948 0.327 0.0 0.0 0.0
C 0.847 -2.355 -0.413 0.4 0.0 -0.2
C -3.419 3.938 -0.353 0.0 0.1 0.0
C -2.015 1.321 -1.924 0.0 0.1 0.0
C -2.180 0.255 -3.030 0.1 0.0 0.0
C 1.479 -2.971 2.480 0.2 0.0 0.0
C -0.518 1.603 -1.734 -0.1 -0.2 0.0
C -1.610 4.775 -1.641 -0.2 0.0 0.2
C 2.411 -2.931 1.438 0.3 -0.2 0.4
C -2.662 0.826 -0.607 -0.1 0.3 0.1
C 4.755 -4.375 5.677 0.2 -0.1 0.0
H -0.709 6.585 -0.954 0.1 0.0 0.0
H 5.455 -3.549 5.511 0.0 0.0 0.0
H -2.195 6.776 1.010 0.0 0.1 0.1
H -3.015 -0.395 -2.765 0.0 0.0 -0.1
H -0.197 -0.096 -3.871 0.0 -0.1 0.0
H -0.034 -2.451 0.205 -0.1 0.0 0.2
H 0.053 -2.837 -2.319 0.1 0.1 0.0
H -3.735 1.046 -0.627 0.1 0.1 0.0
H 4.725 -4.612 6.739 0.1 0.0 -0.1
H 0.450 -2.709 2.292 -0.1 0.0 0.0
H 0.339 0.240 -0.270 0.1 0.0 -0.1
H 4.475 -3.239 0.955 0.1 0.0 -0.1
H -1.733 -0.869 -0.757 0.0 -0.1 -0.1
H -4.200 3.211 -0.194 -0.1 -0.1 0.0
H -2.321 2.903 -3.358 -0.1 -0.1 0.0
H -0.132 2.010 -2.669 0.0 0.0 0.0
H -3.787 2.401 -2.508 0.0 0.0 -0.1
H 1.317 0.465 -1.728 -0.1 -0.1 0.1
H 1.506 -1.809 -2.380 -0.1 0.0 0.0
H -0.376 2.361 -0.962 0.0 0.1 0.0
H 5.152 -3.885 3.195 0.1 0.0 0.1
H 5.094 -5.255 5.120 0.0 0.0 0.0
H -1.183 -1.552 -3.661 0.1 0.0 0.0
H -2.219 1.383 0.234 -0.1 0.0 -0.1
H 1.137 -3.362 4.557 -0.1 0.0 0.1
H -2.413 0.728 -3.985 0.0 0.1 0.0
H -3.960 5.077 1.370 -0.1 0.0 0.1
H 2.916 -2.463 -0.595 0.0 0.1 -0.1
```
Positions in Å, forces in eV/Å.

[2]
The following is a DFT calculation (wB97M-V/def2-TZVPD) of an isolated molecule of C23H28N2O3.

Properties
LUMO in eV: 0.6
Frontier orbital gap in eV: 9.173
Energy relative to the best compared isomer or geometry (same formula, charge and spin) in kcal/mol: 7.62
Maximum force in eV Å⁻¹: 0.61

The geometry in XYZ format:
```
56
Properties=species:S:1:pos:R:3:forces:R:3
O 0.474 2.707 -3.958 -0.3 0.1 -0.3
O 2.939 0.439 -4.732 -0.4 -0.3 0.1
O -1.165 -1.667 3.256 0.0 -0.3 0.0
N -1.693 0.207 4.445 -0.1 0.4 0.2
N 1.605 1.607 -2.354 0.2 0.2 0.3
C 0.897 0.549 0.244 -0.4 -0.3 -0.1
C -2.361 -0.296 5.568 -0.1 -0.2 0.2
C -0.029 -0.270 1.145 0.3 0.2 0.2
C 1.122 2.503 -1.324 -0.4 0.3 0.0
C 2.340 0.484 -1.821 0.0 -0.6 0.0
C -3.702 -1.165 7.846 -0.1 -0.1 0.1
C -3.475 0.187 7.648 0.0 0.0 0.0
C 0.186 1.755 -0.376 0.4 0.1 0.1
C -0.559 -0.519 -4.037 0.1 0.0 0.0
C 3.661 1.537 -5.231 0.1 0.2 -0.1
C 1.549 0.681 -4.649 -0.1 0.2 -0.2
C -0.619 -2.889 -3.670 0.0 -0.1 0.0
C 1.439 -1.821 -4.292 0.0 0.1 -0.1
C 0.800 -0.590 -4.322 0.1 -0.1 -0.1
C -1.264 -1.663 -3.711 -0.1 0.0 0.0
C 1.166 1.762 -3.616 0.3 0.0 -0.3
C -2.809 0.620 6.518 0.0 0.0 -0.1
C -0.490 0.481 2.391 0.1 -0.4 -0.3
C 0.730 -2.965 -3.967 0.0 -0.1 0.0
C -2.590 -1.654 5.768 0.1 -0.1 -0.2
C -1.148 -0.466 3.390 0.1 0.6 -0.2
C 1.449 -0.330 -0.882 0.2 0.3 0.1
C -3.257 -2.076 6.903 -0.1 0.1 0.1
H -2.318 -1.599 -3.487 -0.1 0.0 0.0
H -0.903 -0.592 0.576 0.0 -0.1 -0.1
H -2.633 1.677 6.366 0.0 0.1 0.0
H 3.326 1.804 -6.240 0.0 0.0 0.0
H 1.740 0.914 0.845 0.0 0.0 0.0
H -1.200 1.268 2.130 0.0 0.1 0.1
H 3.195 0.881 -1.259 0.0 -0.1 -0.1
H 1.236 -3.919 -3.945 0.0 -0.1 0.0
H -3.431 -3.132 7.050 0.0 -0.1 0.0
H -0.685 1.410 -0.937 -0.1 0.0 0.0
H -3.816 0.908 8.376 0.0 0.1 0.0
H 2.027 -1.156 -0.465 0.0 -0.1 0.0
H 4.705 1.228 -5.264 0.0 0.1 0.0
H 2.491 -1.875 -4.526 0.1 0.0 0.0
H -1.061 0.438 -4.073 -0.1 0.1 0.0
H 1.187 1.068 -5.618 0.1 0.0 0.3
H 0.619 -0.753 -1.452 0.0 -0.1 -0.1
H -1.169 -3.781 -3.411 0.0 -0.1 0.0
H -2.246 -2.365 5.037 0.0 0.0 0.0
H -1.603 1.214 4.437 0.0 -0.2 -0.1
H 3.558 2.415 -4.584 0.0 0.0 0.0
H -0.154 2.444 0.398 -0.1 0.0 0.0
H 0.600 3.326 -1.816 0.2 -0.1 0.1
H 0.369 0.945 2.884 0.0 0.1 0.0
H 2.718 -0.138 -2.628 0.1 0.1 0.2
H -4.222 -1.504 8.729 0.0 0.0 0.1
H 1.981 2.900 -0.771 0.0 0.0 0.0
H 0.493 -1.173 1.469 -0.1 0.0 0.0
```
Positions in Å, forces in eV/Å.

[3]
The following is a DFT calculation (wB97M-V/def2-TZVPD) of an isolated molecule of C23H28N2O3.

Properties
LUMO in eV: 0.2
Frontier orbital gap in eV: 7.949
Energy relative to the best compared isomer or geometry (same formula, charge and spin) in kcal/mol: 19.55
Maximum force in eV Å⁻¹: 0.50

The geometry in XYZ format:
```
56
Properties=species:S:1:pos:R:3:forces:R:3
O 3.832 1.424 1.721 0.1 -0.2 0.3
O 3.209 -1.381 -2.198 0.0 0.0 0.1
O -2.027 -3.436 0.500 0.2 0.0 -0.4
N -0.139 1.923 -0.527 0.2 0.2 -0.3
N 2.667 1.921 -0.130 -0.2 0.3 0.0
C 0.146 -2.597 1.214 -0.4 -0.2 0.2
C 4.151 -1.155 -0.042 0.1 0.2 -0.2
C 1.829 2.851 0.596 -0.2 0.2 0.4
C 1.793 -2.144 -0.496 -0.4 -0.3 0.0
C -5.743 0.758 -0.513 0.0 0.1 -0.1
C -1.997 0.382 -0.996 0.3 0.1 0.1
C 1.408 -2.172 0.843 0.3 0.0 -0.4
C -3.355 0.116 -0.988 -0.2 0.1 0.1
C -0.763 -3.030 0.251 0.2 0.1 0.0
C 3.643 1.254 0.528 0.4 0.0 -0.2
C -0.367 -3.057 -1.092 -0.1 0.0 0.1
C 2.126 1.668 -1.442 -0.2 -0.3 -0.3
C 0.881 -2.617 -1.452 0.1 0.0 0.1
C -4.271 1.044 -0.519 0.0 -0.1 0.0
C 3.053 -1.563 -1.004 0.2 0.0 0.1
C 4.554 0.316 -0.251 0.0 -0.1 0.1
C -2.432 2.542 -0.073 0.0 0.0 0.1
C 0.728 1.058 -1.303 0.2 0.1 -0.1
C -3.783 2.266 -0.069 0.1 -0.1 0.0
C 0.390 1.147 1.778 0.0 0.2 -0.2
C -1.505 1.600 -0.528 -0.3 -0.1 -0.1
C -2.523 -3.360 1.817 -0.1 0.0 0.3
C 0.409 2.304 0.773 0.2 0.0 0.4
H -0.211 3.114 1.168 0.1 0.0 0.0
H 0.293 0.945 -2.299 0.0 -0.1 0.0
H -6.237 1.308 -1.314 -0.1 0.0 0.0
H -5.933 -0.302 -0.660 -0.1 -0.1 0.0
H 2.077 -1.838 1.622 0.1 0.1 0.0
H 1.079 0.364 1.476 0.1 -0.1 0.0
H 1.182 -2.604 -2.489 0.0 0.0 -0.1
H 2.283 3.027 1.571 -0.1 0.0 -0.1
H -2.497 -2.332 2.192 0.0 0.0 0.0
H 5.011 -1.784 -0.284 -0.1 0.0 0.0
H 2.748 0.987 -2.018 0.0 0.1 0.0
H 0.689 1.504 2.760 0.1 0.0 0.1
H 1.792 3.789 0.032 0.0 0.0 0.0
H 5.550 0.462 0.171 -0.1 0.1 0.0
H 4.590 0.542 -1.315 0.0 0.0 0.0
H -6.192 1.069 0.429 -0.1 0.0 0.0
H -3.557 -3.696 1.761 0.1 0.0 0.0
H -0.122 -2.578 2.258 -0.1 0.0 0.1
H 3.895 -1.318 1.002 0.0 0.0 0.0
H -2.090 3.507 0.269 0.1 0.1 0.0
H -1.327 -0.383 -1.355 0.1 0.0 0.0
H -4.475 3.015 0.289 -0.1 0.1 0.0
H 0.831 0.060 -0.854 -0.1 0.1 -0.1
H 2.056 2.623 -1.976 0.0 -0.1 0.0
H -1.966 -4.013 2.495 0.0 0.0 0.0
H -0.612 0.727 1.842 -0.1 -0.1 0.0
H -1.072 -3.412 -1.827 -0.1 0.0 -0.1
H -3.701 -0.845 -1.344 -0.1 -0.1 0.0
```
Positions in Å, forces in eV/Å.

[4]
The following is a DFT calculation (wB97M-V/def2-TZVPD) of an isolated ion of composition C23H28N3O2 and charge +1 at a distorted geometry.

Properties
LUMO in eV: -2.1
Frontier orbital gap in eV: 8.453
Energy relative to the best compared isomer or geometry (same formula, charge and spin) in kcal/mol: 8.32
Charge: +1
Maximum force in eV Å⁻¹: 2.46

The geometry in XYZ format:
```
56
Properties=species:S:1:pos:R:3:forces:R:3
O -1.263 -1.624 5.752 0.4 -0.3 -0.1
O 5.192 0.794 -0.552 -0.7 0.0 -0.8
N -1.040 -0.842 -2.289 0.0 -0.2 0.3
N -1.217 0.328 -0.279 -1.6 0.7 -1.7
N -2.290 1.108 -2.243 0.1 -0.2 0.2
C -0.558 -0.982 1.708 -0.1 -0.5 0.1
C -1.863 -0.949 2.221 0.5 0.5 0.4
C 1.731 0.030 -1.193 0.5 0.0 -0.3
C 3.925 0.376 -2.598 0.1 0.2 -0.5
C -1.743 1.465 0.496 -0.3 -0.2 0.2
C 3.865 0.681 -0.263 -0.5 -0.3 -0.4
C -2.715 0.947 -3.629 0.1 0.3 -0.4
C 1.185 0.013 0.092 0.1 0.5 0.6
C -2.063 -1.089 3.586 0.3 -0.6 0.5
C -1.527 0.213 -1.608 0.4 -0.1 1.1
C -1.018 -0.890 -3.738 0.1 0.2 0.2
C 0.238 -1.862 3.835 -0.8 0.0 0.4
C -0.235 -0.535 0.284 1.4 -1.6 0.9
C 5.333 0.561 -2.010 0.5 0.1 0.5
C -1.938 2.651 -0.405 0.4 0.7 0.1
C 3.059 0.377 -1.385 0.3 0.0 1.4
C -2.790 2.318 -1.597 -0.3 0.1 0.1
C 3.308 0.795 1.013 0.6 0.1 -0.6
C -0.233 -2.163 6.621 -0.4 0.3 -0.4
C 1.963 0.493 1.165 -0.4 -0.1 -0.3
C 0.437 -1.594 2.488 0.0 0.2 0.0
C -1.008 -1.527 4.419 0.4 0.1 -0.2
C -2.365 -0.406 -4.203 -0.4 -0.4 -0.7
H -3.129 -1.143 -3.933 0.1 0.1 0.0
H -3.037 -0.895 4.031 0.2 -0.2 -0.1
H -0.965 3.019 -0.750 -0.1 0.0 0.1
H -2.741 3.133 -2.332 -0.1 -0.3 0.1
H 1.144 -0.262 -2.062 0.2 0.1 0.2
H -2.707 1.187 0.953 0.4 0.1 -0.1
H -2.245 1.744 -4.228 -0.1 -0.2 0.2
H -3.848 2.182 -1.313 0.3 0.0 -0.1
H 1.511 0.601 2.151 0.2 -0.2 -0.3
H -3.799 1.111 -3.682 0.2 0.0 0.1
H 3.842 -0.546 -3.183 0.0 0.1 0.1
H -0.814 -1.924 -4.025 -0.1 0.2 -0.1
H 1.401 -1.868 2.050 -0.3 0.3 0.1
H 0.645 -1.504 6.644 -0.2 -0.1 0.0
H 5.855 1.434 -2.424 -0.1 -0.3 0.2
H -2.410 3.455 0.167 0.1 -0.1 -0.1
H -0.476 -1.518 -1.786 -0.4 0.5 -0.3
H -2.728 -0.789 1.579 0.3 0.3 0.1
H -0.213 -0.249 -4.131 -0.1 -0.1 0.1
H -1.046 1.710 1.309 -0.1 -0.3 -0.3
H 0.076 -3.174 6.319 -0.2 0.2 0.0
H 5.958 -0.332 -2.149 -0.2 0.3 0.2
H -2.341 -0.326 -5.290 -0.2 0.0 0.0
H 1.028 -2.316 4.438 -0.3 0.2 -0.3
H 3.947 1.077 1.845 -0.2 0.0 0.0
H -0.257 -1.509 -0.225 0.0 0.3 0.0
H 3.686 1.214 -3.265 0.0 -0.2 0.1
H -0.705 -2.199 7.605 0.2 0.0 -0.2
```
Positions in Å, forces in eV/Å.